The following is a quantum chemistry calculation of one molecule with the formula C17H23N3O4 in a non-equilibrium geometry, from OMol25.

Each line ends with the Mulliken charge.
Element x y z (Å)
C -5.9827 -2.7975 -0.2826  -1.50
C -4.9901 -1.6787 -0.2541  0.87
C -5.3888 -0.3590 -0.2620  -0.83
C -4.4593 0.6837 -0.2425  -0.48
C -3.0786 0.4125 -0.1917  0.53
C -2.6869 -0.9317 -0.2225  -0.19
C -3.6181 -1.9448 -0.2501  -0.89
H -3.2793 -2.9695 -0.2878  0.47
H -1.6325 -1.1617 -0.2687  0.92
N -2.1366 1.4237 -0.1606  -0.12
C -0.9426 1.5191 0.5085  0.27
O -0.1559 2.3864 0.2041  -0.67
C -0.7236 0.6234 1.7148  -0.83
H -1.0721 1.1944 2.5809  0.42
C 0.7688 0.3363 1.8666  -0.85
C 1.2475 -0.5348 0.7125  0.87
O 0.4557 -1.0766 -0.0436  -0.73
N 2.5774 -0.7071 0.5834  0.07
C 3.6104 -0.0487 1.3487  -1.11
H 3.2067 0.3664 2.2698  0.46
C 4.2720 1.0405 0.5013  -0.65
H 5.0548 1.5310 1.0821  0.44
C 4.8593 0.4301 -0.7735  0.53
C 5.4801 1.5051 -1.6598  -1.65
H 5.9037 1.0614 -2.5577  0.41
H 6.2715 2.0288 -1.1285  0.41
H 4.7275 2.2314 -1.9578  0.36
C 3.7559 -0.3264 -1.5167  -0.73
C 3.0981 -1.3597 -0.6026  -0.95
H 2.2644 -1.8492 -1.1073  0.41
H 3.8284 -2.1162 -0.2954  0.36
H 4.1660 -0.8273 -2.3947  0.41
H 2.9950 0.3816 -1.8515  0.29
H 5.6411 -0.2846 -0.4880  0.19
H 3.5232 1.7888 0.2332  0.24
H 4.3586 -0.8047 1.6179  0.39
H 1.2994 1.2889 1.8451  0.37
H 0.9664 -0.1691 2.8140  0.50
H -1.2965 -0.2970 1.6551  0.46
H -2.3890 2.2661 -0.6761  0.31
N -4.9833 2.0115 -0.2828  1.05
O -6.1533 2.1696 0.0004  -0.61
O -4.2390 2.9240 -0.6075  -0.67
H -6.4357 -0.0963 -0.2979  0.41
H -5.8219 -3.4671 0.5606  0.35
H -6.9992 -2.4170 -0.2390  0.34
H -5.8669 -3.3802 -1.1956  0.33

Summary:
HOMO-LUMO gap (eV): 8.3008
Energy relative to the best compared isomer or geometry (same formula, charge and spin) (kcal per mole): 73.2
SMILES: Cc1ccc(NC(=O)CCC(=O)N2CCC(C)CC2)c([N+](=O)[O-])c1
2S+1: 1
DFT total energy (eV): -30661.57164

The following is a quantum chemistry calculation of a 2-piece molecular cluster, C5H11N overall in a non-equilibrium geometry, from OMol25.

Each line ends with the Mulliken charge.
Element x y z (Å)
C 1.6385 2.3847 1.0694  -0.96
C 1.0671 2.2815 -0.2655  0.14
C 1.5157 1.4548 -1.3471  -0.77
H 0.8852 2.0625 1.7871  0.27
H 1.9564 3.3788 1.2166  0.30
H 2.3323 1.5572 1.3464  0.30
H 0.1270 2.9300 -0.5156  0.25
H 1.2580 1.4926 -2.4162  0.27
H 2.0816 0.5282 -1.1426  0.20
C -2.1592 -2.4739 0.8806  -0.69
C -0.9661 -1.4556 -0.7518  -0.26
N -0.8541 -2.1984 0.2237  -0.36
H -2.6503 -3.1653 0.2554  0.26
H -1.7531 -2.9036 1.7530  0.22
H -2.7036 -1.5485 0.9586  0.37
H -0.4676 -1.6050 -1.7349  0.27
H -1.6634 -0.4880 -0.5877  0.18

Summary:
HOMO-LUMO gap (eV): 9.8418
Energy relative to the best compared isomer or geometry (same formula, charge and spin) (kcal per mole): 94.8
SMILES: C=CC.C=NC
2S+1: 1
DFT total energy (eV): -6849.41626

The following is a quantum chemistry calculation of C14H24N4PSTc as an isolated structure, from OMol25.

Each line ends with the Löwdin spin population.
Element x y z (Å)
Tc -1.3309 0.0989 0.5413  1.80
C 1.8600 1.7110 3.0342  0.02
C 0.8800 0.8773 2.3166  0.16
N -0.0956 1.3838 1.5371  0.07
N -0.2189 2.6940 1.5105  0.37
C -1.3467 3.1213 0.8290  0.06
N -1.4956 4.4187 0.8089  0.16
S -2.5094 2.0657 0.0991  0.11
C 0.8418 -0.5718 2.4361  0.01
C 1.6828 -1.2764 3.2780  0.06
C 1.5022 -2.6562 3.4288  0.01
C 0.4813 -3.2747 2.7398  0.05
C -0.3239 -2.5107 1.8896  0.04
N -0.1459 -1.2034 1.7264  0.05
H 1.7316 2.7678 2.8359  0.00
H 2.8711 1.4064 2.7440  0.01
H 1.7732 1.5334 4.1109  0.01
H -0.8178 5.0189 1.2690  0.00
H -2.2986 4.8592 0.3725  0.00
H 2.4585 -0.7660 3.8322  0.00
H 2.1460 -3.2198 4.0918  0.00
H 0.2884 -4.3344 2.8421  0.00
H -1.1284 -2.9741 1.3313  0.00
C 0.5512 1.5905 -3.8049  0.00
C 0.1446 1.6781 -2.3273  0.00
P -0.3191 0.0736 -1.6190  -0.02
C 1.0616 -1.0636 -1.9201  0.01
C 0.8699 -2.5393 -1.5952  0.00
C -1.8383 -0.5664 -2.3860  0.00
C -2.5896 -1.4145 -1.3497  0.01
H 0.6975 2.5995 -4.1867  0.00
H -0.2227 1.1211 -4.4131  0.00
H 1.4869 1.0530 -3.9430  0.00
H -0.7201 2.3332 -2.2057  0.00
H 0.9581 2.0861 -1.7198  0.00
H 1.9394 -0.6429 -1.4213  0.00
H 1.2373 -0.9405 -2.9948  0.00
H 0.8099 -2.7160 -0.5235  0.00
H 1.7285 -3.0969 -1.9660  0.00
H -0.0110 -2.9593 -2.0806  0.00
H -1.6196 -1.1566 -3.2788  0.00
H -2.4415 0.2868 -2.7049  0.00
H -2.0996 -2.3623 -1.1346  0.00
H -3.6113 -1.6257 -1.6686  0.00
H -2.8173 -0.9066 -0.3612  0.00

Summary:
HOMO-LUMO gap (alpha / beta) (eV): 7.4475 / 6.0868
Charge: +3
2S+1: 4
DFT total energy (eV): -43162.25639